# 1
24
Properties=species:S:1:pos:R:3:lowdin_spin:R:1 method="wB97M-V/def2-TZVPD" e_above_lowest_kj_mol=139.6 mol_weight_g_mol=118.20 homo_lumo_gap_ev="9.2 / 9.6" multiplicity=2 s2=0.7548 energy_ha=-368.06999
C 0.456 1.699 -0.263 0.088
O -0.977 1.272 -0.759 0.100
C 0.780 1.190 1.050 0.602
C 1.177 -0.214 1.309 0.077
C 1.719 -1.053 0.023 0.004
C -0.031 -0.839 1.999 0.041
C -0.180 -2.382 1.987 0.011
N -2.024 1.486 -4.431 0.001
H 0.270 2.810 -0.389 0.003
H 1.179 1.472 -1.036 0.016
H -1.474 1.303 0.050 0.003
H 0.750 1.949 1.862 0.030
H 2.005 -0.299 2.028 0.013
H 1.841 -2.154 0.160 0.000
H 0.772 -1.047 -0.666 0.000
H 2.662 -0.697 -0.469 0.000
H -0.386 -0.349 2.859 0.001
H -0.902 -0.514 1.308 0.006
H -0.895 -2.738 2.738 0.002
H 0.724 -2.925 2.241 0.000
H -0.450 -2.763 0.902 0.000
H -1.769 1.562 -3.393 0.001
H -2.523 2.444 -4.600 0.000
H -2.726 0.784 -4.509 0.000

# 2
126
Properties=species:S:1:pos:R:3:lowdin_charge:R:1 method="wB97M-V/def2-TZVPD" e_above_lowest_kj_mol=0.0 mol_weight_g_mol=1354.60 charge=-1 homo_lumo_gap_ev=6.4 energy_ha=-5516.21449
C 0.014 8.060 0.321 -0.121
C -0.991 7.165 -0.398 -0.269
C -0.757 7.117 -1.921 -0.338
N -0.070 5.869 -2.298 -0.218
Nb -1.100 4.371 -3.310 1.566
C -0.517 2.612 -1.986 -0.345
C 0.656 2.813 -1.016 -0.365
N 1.736 3.693 -1.493 -0.024
C -3.085 4.688 -2.225 -0.352
C -4.244 4.839 -3.244 -0.318
C -5.481 3.942 -3.037 -0.196
C -5.200 2.523 -2.570 -0.176
N -5.059 2.306 -1.138 -0.164
C -3.996 1.494 -0.602 -0.071
C -5.930 2.941 -0.226 -0.428
C -5.651 4.362 0.197 0.011
O -6.919 2.361 0.239 0.065
C 0.623 3.987 -4.866 -0.533
F 0.008 3.921 -6.112 -0.076
F 1.513 5.041 -4.974 -0.035
C 1.436 2.687 -4.792 -0.339
F 2.586 2.833 -4.075 0.028
F 1.872 2.325 -6.073 0.005
H 0.950 8.101 -0.218 0.061
H 0.196 7.752 1.345 0.060
H -0.394 9.062 0.366 0.062
H -0.924 6.153 -0.026 0.085
H -1.998 7.516 -0.195 0.091
H -1.681 7.281 -2.456 0.067
H -0.081 7.939 -2.135 0.094
H 0.855 6.059 -2.667 0.033
H -1.688 5.616 -4.514 -0.079
H -2.031 3.140 -4.323 -0.085
H -0.371 1.671 -2.509 0.004
H -1.397 2.417 -1.379 -0.008
H 0.271 3.166 -0.063 0.083
H 1.091 1.842 -0.794 0.074
H 1.744 4.558 -0.975 0.040
H 2.647 3.261 -1.456 0.049
H -3.082 5.582 -1.602 0.018
H -3.224 3.840 -1.568 -0.002
H -3.892 4.650 -4.245 0.026
H -4.575 5.873 -3.261 0.089
H -5.969 3.847 -4.002 0.102
H -6.210 4.451 -2.415 0.083
H -4.303 2.190 -3.080 0.109
H -6.009 1.892 -2.949 0.110
H -3.285 2.054 0.010 0.076
H -3.437 1.050 -1.410 0.084
H -4.384 0.685 0.015 0.080
H -5.852 4.423 1.260 0.068
H -4.626 4.648 0.002 0.065
H -6.319 5.033 -0.320 0.082
H 0.871 1.836 -4.452 0.108
C -9.559 3.693 2.016 -0.033
C -9.025 4.300 3.322 -0.439
C -8.983 3.408 4.563 -0.300
F -10.209 2.966 4.914 0.093
F -8.492 4.130 5.601 0.090
F -9.677 5.454 3.598 0.128
F -7.725 4.629 3.085 0.102
O -10.911 3.953 1.653 0.052
C -11.959 3.197 2.101 -0.544
C -12.933 4.002 2.970 -0.287
F -12.309 4.565 4.021 0.101
F -13.892 3.168 3.442 0.092
F -11.560 2.067 2.719 0.149
F -12.672 2.822 1.011 0.137
H -8.990 4.185 1.230 0.142
H -9.313 2.636 1.930 0.144
H -8.326 2.551 4.393 0.174
H -13.399 4.787 2.371 0.173
C 4.587 -1.999 -2.749 -0.035
C 3.261 -1.530 -3.369 -0.439
C 2.575 -0.312 -2.748 -0.301
F 2.253 -0.527 -1.454 0.092
F 1.440 -0.062 -3.432 0.099
F 2.402 -2.571 -3.447 0.134
F 3.566 -1.162 -4.643 0.111
O 4.569 -3.082 -1.829 0.053
C 4.349 -2.913 -0.490 -0.529
C 3.078 -3.609 -0.002 -0.289
F 1.987 -3.195 -0.669 0.114
F 2.911 -3.330 1.315 0.096
F 4.404 -1.619 -0.124 0.157
F 5.357 -3.560 0.161 0.115
H 5.149 -2.398 -3.591 0.147
H 5.168 -1.160 -2.368 0.147
H 3.217 0.572 -2.820 0.169
H 3.185 -4.686 -0.129 0.153
C 10.389 -4.935 0.933 -0.040
C 11.031 -4.467 2.249 -0.443
C 11.368 -5.524 3.304 -0.307
F 10.272 -6.186 3.726 0.098
F 11.920 -4.905 4.374 0.097
F 10.295 -3.478 2.795 0.139
F 12.236 -3.927 1.900 0.101
O 8.984 -4.830 0.775 0.054
C 8.113 -5.805 1.194 -0.535
C 7.172 -5.311 2.296 -0.270
F 7.854 -4.835 3.353 0.111
F 6.410 -6.356 2.720 0.080
F 8.753 -6.941 1.551 0.145
F 7.325 -6.112 0.141 0.145
H 10.774 -4.242 0.188 0.149
H 10.751 -5.921 0.643 0.147
H 12.091 -6.242 2.906 0.172
H 6.520 -4.527 1.910 0.160
C 4.326 -8.720 1.638 -0.037
C 3.162 -7.717 1.689 -0.433
C 2.872 -7.015 3.018 -0.302
F 2.554 -7.894 3.990 0.100
F 1.820 -6.184 2.841 0.101
F 2.043 -8.287 1.198 0.140
F 3.511 -6.712 0.831 0.089
O 4.044 -10.107 1.738 0.050
C 3.935 -10.760 2.941 -0.539
C 2.530 -11.329 3.171 -0.288
F 1.593 -10.368 3.094 0.105
F 2.482 -11.878 4.408 0.097
F 4.347 -10.002 3.977 0.152
F 4.761 -11.831 2.881 0.138
H 4.719 -8.619 0.628 0.150
H 5.135 -8.425 2.306 0.132
H 3.737 -6.424 3.332 0.166
H 2.315 -12.097 2.425 0.174